#A
{"formula": "C6H6N2O2", "method": "wB97M-V/def2-TZVPD", "symbols": ["O", "O", "N", "N", "C", "C", "C", "C", "C", "C", "H", "H", "H", "H", "H", "H"], "positions_angstrom": [[2.348, -1.477, -0.145], [2.843, 0.688, 0.134], [-0.377, -0.807, 0.007], [-2.531, -1.582, -0.055], [2.032, -0.163, 0.045], [-2.095, 0.804, -0.022], [0.184, 1.556, -0.100], [-1.269, 1.871, -0.002], [0.570, 0.144, 0.068], [-1.637, -0.452, 0.095], [-1.621, 2.917, -0.231], [-3.434, -1.301, 0.204], [1.103, 2.238, -0.110], [-3.155, 1.037, -0.088], [1.500, -1.956, -0.213], [-2.278, -2.464, 0.347]], "spin_multiplicity": 1, "smiles": "Nc1cccc(C(=O)O)n1", "homo_lumo_gap_ha": 0.33298, "homo_ha": -0.33011, "total_charge": 0}


#B
{"formula": "C6H6N2O2", "method": "wB97M-V/def2-TZVPD", "symbols": ["O", "O", "N", "N", "C", "C", "C", "C", "C", "C", "H", "H", "H", "H", "H", "H"], "positions_angstrom": [[1.704, -2.195, -1.120], [-0.754, 1.576, -1.790], [0.722, -0.178, -1.269], [-0.917, 0.480, 0.196], [-0.161, 1.283, 1.258], [0.956, -1.419, -0.620], [0.166, -1.677, 0.584], [-0.781, -0.708, 0.820], [0.544, 1.612, 0.344], [-0.395, 0.646, -1.121], [1.155, -0.078, -2.208], [0.291, -2.619, 1.085], [1.116, 1.881, -0.471], [-1.616, 1.120, 0.426], [-1.427, -0.691, 1.721], [-0.603, 0.966, 2.164]], "spin_multiplicity": 1, "homo_lumo_gap_ha": 0.22606, "homo_ha": -0.22308, "total_charge": 0}


Which of them is the most stable, and which is the least stable? #A and #B, in that order.


#A
{"formula": "CH2N2P2", "method": "wB97M-V/def2-TZVPD", "symbols": ["P", "P", "N", "N", "C", "H", "H"], "positions_angstrom": [[-2.086, 0.095, -0.305], [0.403, -1.177, 0.344], [-1.102, -1.097, -0.229], [-0.403, 1.601, 0.143], [0.526, 0.899, 0.280], [1.521, 1.103, 0.501], [1.141, -1.426, -0.734]], "spin_multiplicity": 1, "homo_lumo_gap_ha": 0.26726, "homo_ha": -0.30243, "total_charge": 0}


#B
{"formula": "CH2N2P2", "method": "wB97M-V/def2-TZVPD", "symbols": ["P", "P", "N", "N", "C", "H", "H"], "positions_angstrom": [[0.755, -1.125, -0.049], [3.612, 0.399, 0.005], [1.918, -2.103, 0.069], [2.154, 0.922, -0.087], [0.891, 0.615, 0.084], [-0.494, -1.234, 0.371], [0.218, 1.432, 0.103]], "spin_multiplicity": 1, "homo_lumo_gap_ha": 0.26299, "homo_ha": -0.30032, "total_charge": 0}


Which of them is the most stable, and which is the least stable? #A and #B, in that order.


#A
{"formula": "C30H75O20P5", "method": "wB97M-V/def2-TZVPD", "symbols": ["P", "P", "P", "P", "P", "O", "O", "O", "O", "O", "O", "O", "O", "O", "O", "O", "O", "O", "O", "O", "O", "O", "O", "O", "O", "C", "C", "C", "C", "C", "C", "C", "C", "C", "C", "C", "C", "C", "C", "C", "C", "C", "C", "C", "C", "C", "C", "C", "C", "C", "C", "C", "C", "C", "C", "H", "H", "H", "H", "H", "H", "H", "H", "H", "H", "H", "H", "H", "H", "H", "H", "H", "H", "H", "H", "H", "H", "H", "H", "H", "H", "H", "H", "H", "H", "H", "H", "H", "H", "H", "H", "H", "H", "H", "H", "H", "H", "H", "H", "H", "H", "H", "H", "H", "H", "H", "H", "H", "H", "H", "H", "H", "H", "H", "H", "H", "H", "H", "H", "H", "H", "H", "H", "H", "H", "H", "H", "H", "H", "H"], "positions_angstrom": [[2.194, 1.208, -13.204], [-5.719, 0.021, -1.924], [-0.897, 9.208, 3.677], [4.612, -1.409, 4.216], [-2.581, -9.130, 8.162], [3.967, -1.417, 2.770], [-4.053, -9.821, 8.225], [-7.119, -0.461, -2.089], [5.748, -0.269, 4.065], [1.330, -0.123, -13.307], [-2.523, -8.067, 9.419], [3.549, -1.108, 5.241], [-2.138, 8.297, 3.722], [-2.788, -8.066, 6.924], [0.297, 8.851, 2.698], [-1.281, 10.687, 3.209], [5.541, -2.717, 4.350], [-0.091, 9.384, 5.069], [-4.935, 0.808, -3.139], [-5.475, 0.956, -0.569], [-1.564, -10.224, 8.036], [3.213, 1.224, -12.122], [2.872, 1.383, -14.702], [-4.488, -1.126, -1.659], [1.104, 2.465, -13.011], [6.522, -4.616, 5.513], [-4.421, -10.534, 9.316], [1.144, 3.278, -11.811], [2.929, -2.308, 2.382], [-3.407, 1.165, -4.950], [1.515, -1.947, 2.979], [0.853, 10.326, 5.234], [-3.555, 0.595, -3.575], [6.574, -0.127, 2.904], [-5.942, -10.516, 9.609], [5.927, 0.906, 1.922], [0.710, 7.555, 2.277], [-1.587, -6.604, 10.943], [0.985, 10.440, 6.745], [-2.693, -8.604, 5.534], [-1.751, -6.947, 9.396], [-4.083, 1.795, 1.339], [4.069, 0.602, -14.945], [-2.803, 11.662, 1.488], [1.653, -1.331, -12.716], [-4.791, -2.465, -1.360], [-2.602, 10.720, 2.659], [-1.658, -8.066, 4.646], [5.918, -3.184, 5.628], [1.720, -2.371, -13.859], [-3.996, -3.290, -2.329], [2.350, 4.229, -11.785], [-4.206, 1.342, -0.103], [5.266, 1.609, -15.120], [1.069, 7.526, 0.872], [-6.775, -10.424, 8.912], [0.213, 3.821, -11.643], [6.198, 1.046, -15.066], [-4.953, 2.324, 1.731], [3.356, 3.823, -11.681], [-3.140, -2.855, -2.845], [1.483, 6.558, 0.590], [6.635, 1.218, 1.155], [-5.837, -2.772, -1.370], [3.003, -3.283, 2.864], [1.735, 8.344, 0.596], [1.468, -2.214, 4.034], [-3.707, -8.623, 5.134], [-2.711, 1.015, -3.028], [0.621, -2.350, 2.503], [6.459, -2.462, 6.239], [4.074, -0.217, -15.664], [-3.134, 2.314, 1.474], [5.222, 2.350, -14.322], [2.536, -2.011, -14.485], [-0.782, -5.947, 11.271], [-4.016, -10.156, 10.254], [4.354, -0.087, -14.150], [-2.477, -9.659, 5.702], [1.731, 9.763, 7.161], [2.341, 5.051, -11.069], [-0.014, 10.269, 7.146], [5.228, 2.144, -16.069], [-3.394, 10.887, 3.390], [-2.817, 9.793, 2.129], [5.533, 1.862, 2.267], [6.849, -1.022, 2.347], [-4.292, -11.612, 9.216], [-2.361, 1.030, -5.228], [-0.067, 6.838, 2.542], [-3.366, -4.060, -1.883], [2.704, -1.335, -12.426], [-4.482, -2.664, -0.334], [5.017, 0.389, 1.615], [-3.403, -0.479, -3.686], [-2.530, -6.124, 11.202], [4.886, -3.376, 5.920], [-2.045, -7.150, 4.199], [-3.901, 0.993, 2.054], [1.642, 7.324, 2.792], [-2.137, 11.472, 0.646], [-4.696, -3.613, -3.099], [5.883, -5.458, 5.249], [-0.783, -7.248, 8.995], [2.890, -2.499, 1.309], [1.484, 11.345, 7.093], [-1.240, -8.746, 3.904], [0.088, 7.582, 0.401], [-2.153, -6.105, 8.832], [7.510, 0.114, 3.409], [-3.755, 11.507, 0.979], [0.726, -2.343, -14.305], [1.828, 9.965, 4.906], [1.255, -0.890, 2.928], [0.580, 11.249, 4.722], [1.119, -1.731, -11.854], [-6.139, -11.410, 10.201], [7.522, -4.585, 5.081], [-3.707, 1.959, -0.851], [-2.577, 12.713, 1.670], [-0.766, -7.938, 5.261], [2.389, 4.591, -12.812], [6.609, -4.974, 6.539], [1.237, 2.791, -10.840], [1.978, -3.416, -13.688], [-3.586, 0.458, -0.252], [-1.607, -7.531, 11.516], [-3.403, 2.251, -5.039], [-6.143, -9.895, 10.482], [-3.973, 0.713, -5.764]], "spin_multiplicity": 1, "smiles": "CCOP(=O)(OCC)OCC.CCOP(=O)(OCC)OCC.CCOP(=O)(OCC)OCC.CCOP(=O)(OCC)OCC.CCOP(=O)(OCC)OCC", "homo_lumo_gap_ha": 0.39045, "homo_ha": -0.37929, "total_charge": 0}


#B
{"formula": "C30H75O20P5", "method": "wB97M-V/def2-TZVPD", "symbols": ["P", "P", "P", "P", "P", "O", "O", "O", "O", "O", "O", "O", "O", "O", "O", "O", "O", "O", "O", "O", "O", "O", "O", "O", "O", "C", "C", "C", "C", "C", "C", "C", "C", "C", "C", "C", "C", "C", "C", "C", "C", "C", "C", "C", "C", "C", "C", "C", "C", "C", "C", "C", "C", "C", "C", "H", "H", "H", "H", "H", "H", "H", "H", "H", "H", "H", "H", "H", "H", "H", "H", "H", "H", "H", "H", "H", "H", "H", "H", "H", "H", "H", "H", "H", "H", "H", "H", "H", "H", "H", "H", "H", "H", "H", "H", "H", "H", "H", "H", "H", "H", "H", "H", "H", "H", "H", "H", "H", "H", "H", "H", "H", "H", "H", "H", "H", "H", "H", "H", "H", "H", "H", "H", "H", "H", "H", "H", "H", "H", "H"], "positions_angstrom": [[-3.317, 0.782, 4.716], [0.669, 4.077, 0.290], [4.201, -5.042, -1.029], [0.002, 0.480, -4.138], [-1.024, -1.404, 0.187], [-0.388, -1.012, -3.514], [4.690, -4.099, -2.167], [-0.461, 3.205, 0.971], [-1.726, -2.534, 0.797], [-2.307, 0.035, 3.632], [1.015, 0.310, -5.220], [0.081, -0.605, 1.147], [0.409, 1.503, -3.023], [-4.211, -0.163, 5.428], [2.859, -5.624, -1.765], [-4.039, 2.017, 3.913], [1.107, 5.131, 1.393], [-1.435, 1.141, -4.633], [5.213, -6.009, -0.585], [0.301, 4.678, -1.049], [-2.282, 1.476, 5.750], [3.666, -4.075, 0.172], [-2.008, -0.205, -0.157], [1.913, 2.987, 0.197], [-0.242, -1.700, -1.174], [-6.230, 0.976, 3.023], [2.276, -2.999, 1.760], [-5.128, 2.055, 2.950], [-2.778, -0.377, -6.247], [0.499, -2.890, -1.410], [-1.826, 0.853, -6.055], [-2.911, 1.806, 7.086], [3.091, -8.096, -1.725], [2.252, 2.931, -3.299], [-2.434, -2.391, 3.651], [3.152, 1.615, -1.141], [2.837, 3.052, -0.815], [2.853, -6.802, -2.557], [0.768, 7.589, 1.341], [0.784, 2.823, -3.178], [1.940, -2.571, -1.757], [1.663, 6.416, 1.173], [-3.353, 3.271, 7.058], [2.651, -4.250, 1.120], [-1.589, -1.302, -2.915], [5.663, -3.150, -1.785], [-3.413, -0.231, 0.255], [-2.207, 2.413, -0.438], [-2.001, -0.250, -1.910], [-3.487, 0.489, 1.636], [0.851, 0.426, 0.530], [-1.586, -1.089, 3.955], [1.950, 0.594, 1.584], [-1.774, 3.548, 0.533], [6.936, -3.314, -2.600], [-3.736, -1.272, 0.268], [-1.911, -3.345, 3.586], [0.321, -3.503, -0.526], [0.241, 3.377, -3.944], [1.917, -6.824, -3.115], [3.380, -6.646, -3.499], [2.362, 3.453, -1.710], [2.550, -3.348, -2.218], [6.819, -2.867, -3.587], [3.945, 1.347, -1.838], [-1.586, 2.544, -1.325], [0.316, 7.543, 2.332], [-1.180, 0.136, -1.306], [-2.194, -1.208, -5.854], [-2.393, 0.595, -2.476], [-2.801, -0.701, -1.323], [4.047, -8.577, -1.930], [1.269, 0.112, -0.427], [-0.059, 7.657, 0.634], [2.796, 2.499, -4.139], [-3.859, 1.280, 7.190], [-2.709, 0.249, 2.362], [-2.546, 3.932, 6.741], [-1.821, 4.508, 0.019], [2.414, -2.286, -0.818], [5.957, -3.311, -0.747], [7.235, -4.362, -2.622], [-3.250, 2.540, -0.725], [-5.410, 3.097, 2.801], [-3.130, -2.209, 2.832], [-3.400, 1.570, 1.526], [2.086, -1.718, -2.420], [2.856, 1.149, 1.341], [-2.456, 3.573, 1.382], [1.823, -3.053, 2.750], [5.431, -2.085, -1.769], [-6.088, 0.149, 3.719], [-7.254, 1.350, 3.018], [-4.441, 0.327, 2.136], [-2.472, 1.670, -6.376], [3.781, 3.514, -0.528], [-0.031, -3.413, -2.206], [-2.395, -1.382, -3.644], [0.347, 3.169, -2.242], [2.244, -8.685, -1.374], [2.123, 6.580, 0.199], [-3.976, 3.535, 7.913], [-4.084, 3.297, 6.250], [1.739, -4.771, 0.831], [3.201, -2.471, 1.990], [-3.007, -2.600, 4.554], [2.573, 2.748, -2.274], [-1.688, -2.281, -2.446], [1.654, 0.941, 2.574], [2.518, 3.954, -3.564], [-2.894, -0.441, -7.329], [-2.096, 1.483, 0.119], [2.346, -0.340, 1.983], [-6.148, 0.306, 2.167], [-1.198, -1.116, 4.974], [3.524, -7.684, -0.814], [-3.866, 0.493, -0.422], [2.551, 6.469, 1.803], [3.066, -4.884, 1.903], [0.255, 1.318, 0.335], [-0.731, -1.061, 3.280], [-4.783, 1.925, 1.925], [-3.749, -0.401, -5.753], [-2.232, 1.597, 7.913], [1.188, 8.583, 1.187], [7.625, -2.631, -2.102], [2.343, 0.900, -1.294], [-0.927, 0.595, -6.615], [3.731, 1.175, -0.329], [1.786, -2.255, 1.133]], "spin_multiplicity": 1, "homo_lumo_gap_ha": 0.30268, "homo_ha": -0.28284, "total_charge": 0}


Which of them is the most stable, and which is the least stable? #A and #B, in that order.


#A
{"formula": "C2HN2O3S", "method": "wB97M-V/def2-TZVPD", "symbols": ["S", "O", "O", "O", "N", "N", "C", "C", "H"], "positions_angstrom": [[-1.589, -0.505, 0.502], [0.650, -1.374, 0.006], [-2.476, -0.412, -0.643], [-1.885, -1.674, 1.286], [1.215, 0.834, 0.053], [0.771, 2.209, -0.265], [1.141, -0.335, -0.505], [0.370, 1.641, 0.885], [1.803, -0.385, -1.319]], "spin_multiplicity": 1, "homo_lumo_gap_ha": 0.29682, "homo_ha": -0.15980, "total_charge": -1}


#B
{"formula": "C2HN2O3S", "method": "wB97M-V/def2-TZVPD", "symbols": ["S", "O", "O", "O", "N", "N", "C", "C", "H"], "positions_angstrom": [[0.776, 0.522, 2.762], [-0.488, -1.359, -0.502], [-1.049, 1.937, -1.110], [0.818, 0.700, -1.144], [-1.234, -0.287, -0.649], [0.263, -1.497, 0.941], [0.451, -0.614, 1.715], [-0.529, 0.853, -0.974], [0.992, -0.255, -1.038]], "spin_multiplicity": 1, "smiles": "[O-]/C(O)=N/ON=C=S", "homo_lumo_gap_ha": [0.27731, 0.27724], "homo_ha": [-0.16573, -0.16566], "total_charge": -1}


Which of them is the most stable, and which is the least stable? #B and #A, in that order.